{
  "formula": "C37H37Cl3O2P2Re",
  "method": "ωB97M-V/def2-TZVPD",
  "total_energy_ev": -101317.69483,
  "spin_multiplicity": 4,
  "total_charge": 2,
  "elements": ["Re", "C", "C", "C", "C", "C", "C", "C", "C", "C", "H", "H", "H", "H", "H", "H", "H", "H", "H", "H", "H", "H", "H", "H", "H", "P", "P", "C", "C", "C", "C", "C", "C", "C", "C", "C", "C", "C", "C", "C", "C", "C", "C", "C", "C", "C", "C", "C", "C", "C", "C", "C", "C", "H", "H", "H", "H", "H", "H", "H", "H", "H", "H", "H", "H", "H", "H", "H", "H", "H", "H", "H", "H", "H", "H", "Cl", "C", "Cl", "Cl", "C", "O", "O"],
  "coordinates": [[0.16038, -1.94758, -0.34813], [-0.32344, -3.70771, 0.28160], [1.19663, -3.48092, 0.24507], [2.00180, -4.09394, -0.86561], [1.65741, -3.51530, -2.25950], [0.82565, -2.25096, -2.16545], [-0.67450, -2.38876, -2.07048], [-1.23237, -3.79676, -2.12060], [-0.95550, -4.56011, -0.80407], [-0.59150, 2.77752, 0.06804], [-0.74303, -3.81360, 1.28786], [1.67601, -3.54620, 1.22575], [1.86195, -5.18154, -0.85725], [3.07083, -3.89108, -0.67835], [2.61209, -3.25722, -2.75168], [1.17466, -4.26012, -2.91535], [1.17575, -1.44857, -2.82195], [-1.27564, -1.65906, -2.62496], [-0.86367, -4.37274, -2.98606], [-2.32267, -3.75029, -2.24572], [-1.92486, -4.90378, -0.40920], [-0.35771, -5.46975, -0.96424], [-1.11310, 1.86646, 0.40418], [-1.22320, 3.66810, 0.10469], [0.25872, 2.91095, 0.74703], [1.22633, 0.10124, 0.85474], [-0.09033, 2.68600, -1.65781], [1.84077, 1.00530, -0.56370], [1.08178, 1.32552, -1.66625], [2.52606, 0.03827, 2.14424], [3.52524, -0.92839, 1.95145], [4.36527, -1.29511, 3.00326], [4.27993, -0.66789, 4.24788], [3.39629, 0.40545, 4.39743], [2.53011, 0.76861, 3.35890], [-1.91795, -0.63209, 3.04290], [-3.16504, -1.07341, 2.63495], [-3.52036, -2.39468, 2.92954], [-2.59247, -3.25414, 3.53693], [-1.31268, -2.79458, 3.85825], [-0.94902, -1.49934, 3.50796], [0.70126, 4.11855, -2.42878], [1.76926, 4.79779, -1.79963], [2.45476, 5.80491, -2.48736], [2.10817, 6.14363, -3.80185], [1.05291, 5.46884, -4.42309], [0.34594, 4.47068, -3.74336], [-1.52618, 1.98246, -2.50756], [-2.83625, 1.94352, -1.98789], [-3.86781, 1.38618, -2.76063], [-3.61058, 0.86342, -4.03583], [-2.28979, 0.80266, -4.49896], [-1.26234, 1.34044, -3.72204], [2.92046, 1.20644, -0.52728], [1.13011, 0.73088, -2.59205], [3.60807, -1.39225, 0.96933], [5.09275, -2.08268, 2.84390], [4.91440, -0.99177, 5.07571], [3.37923, 0.95354, 5.34035], [1.85619, 1.61893, 3.48529], [-3.84851, -0.37698, 2.14755], [-4.52511, -2.73894, 2.66759], [-2.86435, -4.29387, 3.74066], [-0.58757, -3.42150, 4.38556], [0.07647, -1.13971, 3.59791], [2.04856, 4.54031, -0.77404], [3.27785, 6.32592, -1.99702], [2.66642, 6.91469, -4.33859], [0.78409, 5.70963, -5.45060], [-0.48701, 3.96605, -4.23736], [-3.05442, 2.35803, -1.00166], [-4.88971, 1.35415, -2.37340], [-4.42576, 0.49145, -4.65349], [-2.05928, 0.34761, -5.46533], [-0.22929, 1.25717, -4.06182], [-2.07157, 3.29776, 5.78043], [-2.22161, 1.72922, 4.98678], [-1.65871, 0.41726, 6.05117], [-3.91775, 1.50867, 4.42819], [-1.27741, 1.67183, 3.74672], [-0.40095, 2.47622, 3.54580], [-1.56957, 0.72107, 2.82037]],
  "forces_ev_per_angstrom": [[-0.7731, 6.9420, 3.1084], [0.9158, -2.2915, 0.1655], [-0.4185, -2.3958, 0.7130], [0.7428, -0.3504, -0.3039], [0.8864, -0.1639, -0.5486], [-0.5481, -0.8511, -2.2836], [0.3669, -1.3422, -2.2904], [-0.7254, -0.5402, -0.0322], [-0.7764, -0.8620, 0.2588], [0.2628, 0.8583, 0.0923], [0.0254, 0.2304, -0.1266], [-0.0796, 0.4517, -0.0358], [0.1907, 0.1168, -0.0081], [-0.4210, -0.2291, 0.0732], [-0.4520, -0.1712, 0.0942], [0.1327, 0.2890, 0.3408], [-0.0379, 0.1689, 0.4013], [0.2038, 0.2715, 0.3797], [-0.0574, 0.3353, 0.2394], [0.2826, 0.1236, -0.0590], [0.3663, -0.0480, -0.1385], [-0.1240, 0.2465, -0.0384], [0.0506, 0.3861, -0.3881], [-0.1912, -0.1202, 0.4380], [-0.1827, 0.2166, -0.2210], [1.3183, 2.1428, -0.9681], [-0.4708, -1.1514, 0.4865], [0.7374, -2.1690, 3.8094], [-1.2397, 0.0775, -2.0666], [0.6623, -0.0447, 0.1155], [-0.2594, -0.1363, 0.2483], [0.0799, 0.0414, -0.0659], [-0.2308, 0.1633, -0.4213], [-0.0374, -0.0492, -0.1814], [-0.3963, -0.1508, -0.2835], [-0.0150, 0.3134, -0.5204], [-0.2594, -0.1070, 0.3866], [0.2889, -0.0323, -0.3416], [-0.2405, 0.0046, 0.1316], [-0.0049, -0.1750, -0.2992], [0.3379, 0.1310, 0.2896], [0.0647, 0.3272, -0.2139], [-0.1813, -0.1043, -0.0808], [-0.1067, -0.1672, 0.1280], [-0.2382, -0.4415, 0.2026], [0.0295, -0.0721, 0.1631], [-0.0206, -0.0143, 0.0073], [-0.1743, -0.1789, -0.3012], [0.0451, 0.1740, -0.2773], [0.1964, 0.0055, 0.0228], [0.4850, 0.1370, 0.3442], [-0.0767, 0.0760, 0.1315], [-0.0729, -0.0452, -0.3942], [-0.1336, 0.0722, -0.0324], [0.4039, 0.5256, 0.2736], [0.0672, -0.2060, 0.2893], [-0.0128, 0.0714, 0.0098], [-0.2042, 0.1560, -0.3034], [-0.0762, -0.0742, -0.3288], [0.0712, -0.3699, 0.0606], [0.0958, -0.2458, 0.3016], [0.4442, 0.0140, 0.0945], [0.0220, 0.4525, 0.0819], [-0.2809, 0.0447, -0.4203], [-0.2250, -0.0165, 0.4679], [0.0140, 0.1430, -0.3215], [-0.2674, -0.1699, -0.0882], [-0.2322, -0.2717, 0.2162], [-0.0019, -0.0388, 0.2828], [0.2665, 0.1656, 0.0921], [-0.0256, -0.0676, -0.3574], [0.4076, 0.1275, -0.0704], [0.1806, 0.0246, 0.1924], [-0.0885, 0.1531, 0.3505], [-0.3095, 0.1344, -0.2169], [-0.0249, -0.4637, -0.1183], [0.0658, 0.2122, -0.3180], [-0.3559, 0.2742, 0.0094], [0.5941, 0.0686, 0.4747], [0.2912, 0.6152, -0.0846], [-1.0580, -1.0796, 0.0485], [0.5124, -0.0764, -0.4674]],
  "lowdin_charge": [1.297, -0.318, -0.347, -0.183, -0.172, -0.340, -0.326, -0.188, -0.175, -0.194, 0.103, 0.118, 0.123, 0.117, 0.121, 0.118, 0.100, 0.109, 0.118, 0.116, 0.119, 0.120, 0.051, 0.082, 0.052, 1.019, 1.025, -0.344, -0.246, -0.439, -0.122, -0.060, -0.045, -0.052, -0.081, -0.326, -0.043, -0.046, -0.069, -0.076, -0.082, -0.295, -0.066, -0.048, -0.030, -0.043, -0.066, -0.312, -0.054, -0.044, -0.036, -0.050, -0.118, 0.101, 0.078, 0.096, 0.114, 0.122, 0.120, 0.091, 0.114, 0.120, 0.118, 0.124, 0.111, 0.114, 0.121, 0.127, 0.122, 0.107, 0.109, 0.122, 0.122, 0.123, 0.106, 0.672, -1.448, 0.697, 0.671, -0.596, 0.086, -0.034]
}



{
  "formula": "C2H4BrClN3",
  "method": "ωB97M-V/def2-TZVPD",
  "relative_energy_kcal_mol": 44.49,
  "total_charge": 1,
  "smiles": "Cl[N@H+]1CNC(Br)=N1",
  "elements": ["C", "C", "N", "N", "N", "Cl", "Br", "H", "H", "H", "H"],
  "coordinates": [[-2.20477, 0.27545, -0.03958], [0.06299, -0.03892, 0.02610], [-1.47806, 1.16409, -1.16015], [-1.21563, -0.36491, 0.58686], [-0.26331, 1.11878, -0.82990], [0.27788, 2.78327, 0.37522], [-3.96477, 0.01162, -0.02624], [0.84740, 0.39921, 0.86448], [0.61858, -0.69019, -0.66956], [-1.49720, -1.01689, 1.28837], [0.31766, 1.30470, -1.59249]],
  "forces_ev_per_angstrom": [[4.6844, 1.8120, -3.6443], [3.9195, 1.9586, 2.3365], [-5.2636, -2.0982, 2.1220], [-2.2741, 1.0578, -1.4127], [-0.3897, -0.1066, 2.6564], [0.0661, -0.2983, -0.3246], [-0.2690, 0.1351, 0.2934], [-2.0786, -1.5657, -2.0236], [-0.8129, -0.8311, 0.6453], [0.7412, -0.6933, 0.6675], [1.6768, 0.6299, -1.3158]],
  "lowdin_charge": [-0.669, -0.142, 0.069, 0.092, -0.333, 0.312, 1.048, 0.168, 0.160, 0.166, 0.130]
}



| no. | molecular weight (Da) |
| --- | --- |
| 1 | 868.2 |
| 2 | 185.4 |